Entry 1:
A cluster of 12 separate species, C21H66O15 in total. Source: the Open Molecules 2025 dataset; level of theory: ωB97M-V with the def2-TZVPD basis set.

Structure (XYZ):
```
102
C21H66O15 (ωB97M-V with the def2-TZVPD basis set)
C -3.566 1.666 -5.123
O -4.137 1.791 -6.396
C -3.299 1.455 -7.459
C -3.979 0.607 -8.453
O -4.780 -0.407 -7.788
C -5.615 -1.104 -8.697
H -3.058 0.702 -5.082
H -4.291 1.727 -4.311
H -2.868 2.482 -4.932
H -2.468 0.921 -6.997
H -2.793 2.331 -7.865
H -3.299 0.248 -9.226
H -4.703 1.210 -9.000
H -6.416 -0.621 -9.257
H -6.152 -1.884 -8.158
H -4.914 -1.567 -9.392
C 5.997 1.305 -5.146
O 6.582 0.175 -4.430
C 6.025 -1.014 -4.981
C 6.683 -2.265 -4.289
O 8.096 -2.238 -4.436
C 8.513 -2.517 -5.824
H 6.631 2.157 -4.901
H 5.001 1.603 -4.819
H 5.956 1.262 -6.234
H 6.038 -1.105 -6.067
H 4.952 -1.018 -4.787
H 6.103 -3.180 -4.414
H 6.520 -2.112 -3.222
H 8.663 -1.591 -6.380
H 7.943 -3.327 -6.279
H 9.484 -2.997 -5.703
C 1.570 4.164 0.361
O 0.859 2.922 0.340
C 1.619 1.757 0.898
C 0.668 0.537 0.786
O -0.481 0.727 1.635
C -1.606 -0.012 1.265
H 2.558 4.089 -0.094
H 1.833 4.559 1.342
H 1.059 4.991 -0.131
H 1.933 1.857 1.938
H 2.551 1.576 0.363
H 1.276 -0.310 1.103
H 0.347 0.187 -0.195
H -1.378 -1.069 1.130
H -1.986 0.449 0.353
H -2.388 0.165 2.003
C -0.142 -7.191 0.790
O 0.496 -6.906 2.004
H -0.544 -6.291 0.325
H 0.472 -7.748 0.083
H -0.996 -7.854 0.931
H 0.017 -7.233 2.768
C -6.720 -5.709 2.686
O -6.223 -6.971 3.090
H -7.599 -5.564 3.314
H -5.901 -5.045 2.961
H -6.830 -5.652 1.603
H -6.931 -7.552 2.800
C 7.068 4.963 3.915
O 6.171 5.103 5.031
H 7.725 5.833 3.914
H 7.742 4.107 3.881
H 6.491 5.040 2.994
H 6.564 5.656 5.710
C -5.309 0.453 8.578
O -4.673 1.654 9.001
H -6.020 0.096 9.324
H -5.775 0.690 7.622
H -4.533 -0.311 8.533
H -4.565 2.257 8.262
C -2.447 -5.730 7.024
O -2.439 -7.041 6.392
H -2.731 -4.961 6.307
H -3.130 -5.670 7.872
H -1.448 -5.477 7.377
H -3.300 -7.219 6.007
C -4.012 -4.926 -4.101
O -3.280 -3.969 -4.749
H -4.466 -4.709 -3.134
H -4.663 -5.449 -4.801
H -3.293 -5.710 -3.860
H -3.824 -3.613 -5.455
C 1.554 10.454 4.514
O 1.706 11.488 3.601
H 0.855 10.502 5.348
H 1.290 9.541 3.981
H 2.506 10.290 5.019
H 0.872 11.718 3.185
C 3.979 -2.361 6.598
O 5.373 -2.677 6.850
H 3.486 -2.303 7.569
H 3.972 -1.314 6.294
H 3.411 -2.973 5.898
H 5.761 -2.868 5.993
C -2.929 7.000 1.165
O -3.011 5.642 1.512
H -2.861 7.273 0.112
H -3.764 7.502 1.654
H -2.018 7.420 1.590
H -2.412 5.031 1.077
```

Calculated values
**Multiplicity**: 1
**Molecular weight**: 558.74 g mol⁻¹
**E**: -53548.1418 eV



Entry 2:
A cluster of 2 separate species, C4H9NO in total. Source: the Open Molecules 2025 dataset; level of theory: ωB97M-V with the def2-TZVPD basis set.

Structure (XYZ):
```
15
C4H9NO (ωB97M-V with the def2-TZVPD basis set)
C -1.906 -0.883 1.350
C -1.434 0.318 1.072
C -2.199 1.594 0.913
H -1.338 -1.770 1.608
H -2.941 -1.225 1.342
H -0.360 0.463 1.162
H -1.746 2.357 1.543
H -2.100 1.989 -0.106
H -3.241 1.517 1.214
N 3.356 -0.331 -1.991
C 2.468 -1.132 -1.348
O 2.517 -2.337 -1.339
H 4.069 -0.659 -2.620
H 3.157 0.657 -1.985
H 1.698 -0.559 -0.814
```

Calculated values
**Multiplicity**: 1
**Molecular weight**: 87.12 g mol⁻¹
**E**: -7830.7800 eV



Values of max |F|, in order: 2.772, 1.478, all in eV/A.